(1)
The following is a DFT calculation (the ωB97M-V functional and the def2-TZVPD basis) of the ion C6H2ClO3 with charge -1.

Geometry (Å):
C  -1.545  0.105  0.400
C  0.885  0.407  -0.174
C  -0.617  1.126  0.051
C  1.899  0.247  0.868
C  -1.054  -1.198  0.376
C  0.292  -1.036  -0.404
O  -0.744  2.292  -0.296
O  -1.607  -2.235  0.694
O  0.639  -1.809  -1.250
Cl  3.429  0.903  0.390
H  -2.630  0.482  0.582
H  1.052  0.717  -1.237

The LUMO energy comes out at 2.9 eV. The gap between HOMO and LUMO is 7.549 eV. As for the charge: -1.

natural (NBO) population analysis, charges in e, atoms 1 to 8: atom 1 (C): -0.53, atom 2 (C): -0.62, atom 3 (C): 0.58, atom 4 (C): 0.02, atom 5 (C): 0.39, atom 6 (C): 0.57, atom 7 (O): -0.63, atom 8 (O): -0.63

(2)
The following is a DFT calculation (the ωB97M-V functional and the def2-TZVPD basis) of a cluster of 3 separate species, C3H10OS2 in total.

Geometry (Å):
C  -1.202  -1.741  -0.495
C  -1.599  -1.092  0.839
S  -2.840  0.111  0.546
S  1.804  -0.288  0.145
C  2.544  1.144  -0.640
H  -1.139  -0.967  -1.264
H  -1.952  -2.446  -0.841
H  -0.155  -2.060  -0.447
H  -1.886  -1.814  1.598
H  -0.698  -0.596  1.284
H  2.262  1.254  -1.685
H  2.402  2.043  -0.055
H  3.618  0.917  -0.662
H  0.250  1.416  0.481
H  -1.151  1.904  0.515
O  -0.256  2.214  0.680

The LUMO energy comes out at -4.6 eV. The gap between HOMO and LUMO is 3.637 eV.

natural (NBO) population analysis, charges in e, atoms 1 to 8: atom 1 (C): -0.62, atom 2 (C): -0.62, atom 3 (S): 0.14, atom 4 (S): -0.01, atom 5 (C): -0.79, atom 6 (H): 0.22, atom 7 (H): 0.22, atom 8 (H): 0.24

(3)
The following is a DFT calculation (the ωB97M-V functional and the def2-TZVPD basis) of the molecule C2H3NS3.

Geometry (Å):
C  1.885  0.231  -0.004
C  -2.066  0.116  0.004
H  2.075  1.302  0.006
H  0.248  -1.057  0.009
H  -2.962  0.755  -0.004
N  0.561  -0.083  -0.006
S  3.087  -0.871  -0.001
S  -0.659  1.104  -0.002
S  -2.169  -1.498  -0.002

The LUMO energy comes out at -0.8 eV. The gap between HOMO and LUMO is 8.097 eV.

natural (NBO) population analysis, charges in e, atoms 1 to 8: atom 1 (C): -0.09, atom 2 (C): -0.55, atom 3 (H): 0.19, atom 4 (H): 0.44, atom 5 (H): 0.23, atom 6 (N): -0.76, atom 7 (S): -0.08, atom 8 (S): 0.59

(4)
The following is a DFT calculation (the ωB97M-V functional and the def2-TZVPD basis) of a cluster of 2 separate species, C7H15P in total.

Geometry (Å):
C  1.874  0.034  -0.691
C  0.602  0.067  -0.456
C  0.035  -2.248  0.462
C  -1.534  -0.447  0.980
C  0.694  -0.278  2.019
C  -0.637  1.613  -1.373
C  -0.083  -0.700  0.747
P  -0.345  1.841  -3.122
H  2.781  -0.393  -0.174
H  2.227  0.835  -1.388
H  -0.718  -2.785  1.245
H  -0.387  -2.518  -0.549
H  1.076  -2.737  0.617
H  -2.212  -0.461  0.120
H  -1.839  -1.124  1.772
H  -1.581  0.609  1.223
H  0.523  0.758  2.287
H  1.751  -0.436  1.888
H  0.420  -0.942  2.844
H  -0.599  2.419  -0.697
H  -1.734  1.170  -1.206
H  0.740  2.680  -3.103
H  -1.053  3.041  -3.446

The LUMO energy (alpha / beta) comes out at 0.8 / -2.4 eV. As for the multiplicity: 3. The gap between HOMO and LUMO (alpha / beta) is 6.838 / 6.927 eV.

natural (NBO) population analysis, charges in e, atoms 1 to 8: atom 1 (C): -0.60, atom 2 (C): 0.20, atom 3 (C): -0.60, atom 4 (C): -0.61, atom 5 (C): -0.60, atom 6 (C): -0.61, atom 7 (C): -0.15, atom 8 (P): 0.28

(5)
The following is a DFT calculation (the ωB97M-V functional and the def2-TZVPD basis) of a cluster of 2 separate species, C6H15N2O3 in total.

Geometry (Å):
C  1.560  -0.036  -0.336
C  3.338  0.208  1.304
C  -1.587  1.996  -1.152
C  -0.126  -2.531  -0.512
C  -2.265  0.264  1.452
C  -0.570  -0.216  -0.209
N  2.041  -0.071  0.875
N  -0.917  0.703  -1.479
O  1.922  0.056  -1.465
O  -1.020  -1.444  -0.505
O  -0.883  0.370  0.905
H  4.026  -0.607  1.093
H  3.790  1.086  0.716
H  3.264  0.462  2.367
H  -2.274  2.457  -1.960
H  -2.072  1.826  -0.184
H  -0.822  2.829  -1.094
H  -0.447  -3.215  -1.279
H  -0.114  -3.175  0.266
H  0.887  -2.256  -0.870
H  -2.262  -0.547  2.156
H  -2.817  0.002  0.547
H  -2.507  1.167  1.894
H  1.338  -0.228  1.586
H  -0.053  0.752  -1.970
H  -1.430  0.148  -2.145

The LUMO energy comes out at -2.6 eV. The gap between HOMO and LUMO is 10.042 eV. As for the charge: +1.

natural (NBO) population analysis, charges in e, atoms 1 to 8: atom 1 (C): 0.73, atom 2 (C): -0.43, atom 3 (C): -0.45, atom 4 (C): -0.26, atom 5 (C): -0.26, atom 6 (C): 0.62, atom 7 (N): -0.61, atom 8 (N): -0.58

(6)
The following is a DFT calculation (the ωB97M-V functional and the def2-TZVPD basis) of a cluster of 7 separate species, C42H64ClNO18P in total.

Geometry (Å):
C  -5.491  -6.057  -3.901
O  -4.600  -5.593  -2.886
C  -4.692  -4.152  -2.743
C  -3.619  -3.707  -1.694
C  -3.177  -2.174  -1.857
C  -1.746  -2.063  -1.236
C  -0.637  -2.446  -2.110
N  0.691  -2.438  -1.682
C  1.688  -2.847  -2.699
C  1.956  -4.421  -2.661
O  3.200  -4.789  -3.294
C  3.410  -4.094  -4.491
O  3.117  -4.561  -5.553
C  1.034  -2.069  -0.383
C  2.551  -2.136  0.005
C  -0.026  -1.630  0.560
C  0.423  -1.188  2.000
C  -0.150  -2.164  3.135
C  -0.371  -1.291  4.448
Cl  1.015  -3.521  3.438
C  -1.458  -1.621  0.148
C  -2.611  -1.213  1.105
O  -3.747  -1.561  0.938
O  -2.366  -0.444  2.256
P  -2.118  1.197  1.836
C  -1.972  2.045  3.521
O  -3.454  1.867  1.041
H  -5.045  -6.876  -4.538
H  -6.453  -6.464  -3.466
H  -5.781  -5.229  -4.619
H  -5.755  -3.940  -2.448
H  -4.455  -3.732  -3.769
H  -3.951  -3.954  -0.655
H  -2.678  -4.299  -1.903
H  -3.919  -1.467  -1.413
H  -3.043  -2.021  -2.968
H  -0.851  -2.765  -3.163
H  2.669  -2.310  -2.595
H  1.278  -2.555  -3.709
H  1.146  -4.994  -3.201
H  1.957  -4.804  -1.604
H  3.908  -3.082  -4.482
H  2.969  -1.111  -0.232
H  3.119  -2.912  -0.563
H  2.695  -2.379  1.095
H  0.096  -0.128  2.188
H  1.532  -1.193  2.130
H  -1.175  -2.514  2.823
H  -0.391  -0.190  4.247
H  -1.332  -1.543  4.972
H  0.454  -1.456  5.201
H  -0.894  2.246  3.776
H  -2.555  2.999  3.570
H  -2.336  1.337  4.329
H  -3.086  2.654  0.590
O  0.919  1.507  0.687
C  1.337  2.613  0.920
O  2.306  2.869  1.830
C  2.491  4.292  1.943
C  1.959  4.863  0.649
C  0.848  3.895  0.299
H  1.935  4.648  2.815
H  3.549  4.514  2.085
H  1.630  5.893  0.739
H  2.734  4.823  -0.121
H  -0.099  4.179  0.766
H  0.730  3.789  -0.777
O  2.700  3.702  -2.269
C  2.202  3.587  -3.356
O  1.491  4.568  -3.965
C  0.946  4.072  -5.198
C  1.820  2.894  -5.574
C  2.228  2.348  -4.219
H  -0.095  3.780  -5.026
H  0.970  4.858  -5.952
H  1.314  2.167  -6.206
H  2.705  3.244  -6.107
H  1.500  1.630  -3.831
H  3.224  1.909  -4.244
O  -0.267  6.527  1.842
C  0.213  7.517  2.325
O  1.538  7.809  2.284
C  1.792  9.001  3.045
C  0.464  9.727  3.101
C  -0.532  8.581  3.094
H  2.150  8.711  4.036
H  2.562  9.592  2.551
H  0.371  10.386  3.964
H  0.334  10.331  2.200
H  -0.738  8.212  4.101
H  -1.457  8.853  2.589
O  4.667  1.980  -7.023
C  4.111  1.796  -8.070
O  2.758  1.771  -8.210
C  2.423  1.419  -9.563
C  3.651  1.766  -10.380
C  4.779  1.516  -9.394
H  2.189  0.352  -9.597
H  1.547  1.983  -9.882
H  3.734  1.186  -11.299
H  3.629  2.824  -10.651
H  5.112  0.476  -9.410
H  5.616  2.190  -9.559
O  -0.114  -9.677  5.797
C  0.543  -8.876  5.198
O  1.363  -7.970  5.797
C  1.915  -7.093  4.806
C  1.817  -7.855  3.500
C  0.560  -8.683  3.701
H  1.329  -6.170  4.793
H  2.946  -6.853  5.064
H  1.782  -7.206  2.624
H  2.680  -8.518  3.392
H  -0.339  -8.139  3.403
H  0.619  -9.638  3.184
O  -2.057  2.098  7.276
C  -3.055  1.467  7.486
O  -3.125  0.112  7.393
C  -4.481  -0.314  7.598
C  -5.141  0.814  8.365
C  -4.408  2.036  7.839
H  -4.945  -0.481  6.622
H  -4.490  -1.249  8.157
H  -6.221  0.855  8.224
H  -4.945  0.700  9.434
H  -4.873  2.433  6.935
H  -4.320  2.811  8.598

The LUMO energy comes out at -4.2 eV. The gap between HOMO and LUMO is 6.226 eV. As for the charge: +1.

Mulliken population analysis, charges in e, atoms 1 to 8: atom 1 (C): -0.67, atom 2 (O): -0.34, atom 3 (C): -0.48, atom 4 (C): -0.34, atom 5 (C): -1.11, atom 6 (C): -0.46, atom 7 (C): -0.38, atom 8 (N): 0.43

(7)
The following is a DFT calculation (the ωB97M-V functional and the def2-TZVPD basis) of a structure of composition C7H15N.

Geometry (Å):
C  -0.478  1.718  -0.778
C  0.524  2.499  0.040
C  -1.875  1.797  -0.455
H  -0.228  1.621  -1.832
H  -0.208  0.412  -0.405
H  -2.553  1.946  -1.292
H  -2.137  0.633  -0.059
H  0.316  2.396  1.107
H  1.548  2.171  -0.141
H  0.463  3.563  -0.208
H  -2.133  2.401  0.413
C  1.907  -1.189  -0.364
C  0.440  -2.985  0.709
C  0.555  -1.583  0.163
N  -1.768  -0.713  0.459
C  -0.499  -0.773  0.150
H  -1.951  -0.573  1.451
H  2.235  -1.881  -1.148
H  2.665  -1.223  0.426
H  1.908  -0.181  -0.781
H  0.776  -3.716  -0.033
H  1.077  -3.117  1.591
H  -0.585  -3.222  0.989

The LUMO energy comes out at 0.8 eV. The gap between HOMO and LUMO is 8.753 eV.

natural (NBO) population analysis, charges in e, atoms 1 to 8: atom 1 (C): -0.21, atom 2 (C): -0.63, atom 3 (C): -0.66, atom 4 (H): 0.22, atom 5 (H): 0.16, atom 6 (H): 0.23, atom 7 (H): 0.30, atom 8 (H): 0.21

(8)
The following is a DFT calculation (the ωB97M-V functional and the def2-TZVPD basis) of a structure of composition C44H34N12O3S2Sr.

Geometry (Å):
Sr  1.755  0.118  1.006
C  -5.437  -2.718  1.145
N  -4.078  -2.307  1.427
C  -3.574  -1.090  1.699
N  -2.265  -1.156  1.812
C  -2.007  -2.475  1.593
N  -3.075  -3.199  1.349
C  -5.774  -2.657  -0.332
C  -6.197  -3.784  -1.022
C  -6.537  -3.699  -2.367
C  -6.460  -2.492  -3.038
C  -6.013  -1.363  -2.357
C  -5.667  -1.453  -1.011
C  -5.919  -0.071  -3.018
N  -6.330  0.297  -4.190
N  -6.038  1.631  -4.317
C  -5.453  1.994  -3.221
O  -5.345  0.960  -2.355
C  -4.943  3.296  -2.823
C  -5.010  4.393  -3.678
C  -4.510  5.612  -3.254
C  -3.942  5.742  -1.993
C  -3.872  4.649  -1.139
C  -3.280  4.767  0.246
N  -2.470  3.615  0.579
C  -1.248  3.291  0.127
N  -0.861  2.152  0.651
C  -1.903  1.807  1.452
N  -2.898  2.668  1.437
C  -4.378  3.430  -1.559
H  -6.113  -2.072  1.706
H  -5.543  -3.738  1.507
H  -4.178  -0.205  1.826
H  -1.009  -2.876  1.626
H  -6.265  -4.734  -0.506
H  -6.865  -4.587  -2.891
H  -6.741  -2.406  -4.079
H  -5.323  -0.567  -0.494
H  -5.457  4.273  -4.656
H  -4.554  6.471  -3.911
H  -3.544  6.699  -1.674
H  -4.075  4.818  0.988
H  -2.673  5.669  0.326
H  -0.692  3.900  -0.567
H  -1.895  0.912  2.050
H  -4.329  2.571  -0.903
C  2.731  -3.153  4.512
C  3.088  -4.260  3.755
C  2.916  -4.219  2.384
C  2.401  -3.072  1.759
C  1.970  -1.957  2.510
C  2.166  -2.043  3.896
C  2.369  -3.017  0.276
C  3.276  -3.805  -0.488
C  3.265  -3.729  -1.846
C  2.370  -2.845  -2.493
C  2.343  -2.654  -3.890
C  1.502  -1.728  -4.444
C  0.640  -0.975  -3.624
C  0.631  -1.155  -2.269
C  1.515  -2.081  -1.666
N  1.517  -2.200  -0.313
H  2.879  -3.162  5.588
H  3.492  -5.143  4.234
H  3.161  -5.104  1.806
H  1.867  -1.211  4.529
H  3.988  -4.439  0.019
H  3.940  -4.329  -2.446
H  3.007  -3.244  -4.511
H  1.504  -1.557  -5.512
H  -0.019  -0.251  -4.086
H  -0.039  -0.596  -1.622
N  9.233  -0.434  3.011
C  8.072  -0.148  2.316
C  8.103  0.707  1.210
C  6.942  0.995  0.519
C  5.747  0.412  0.910
C  5.705  -0.472  1.982
C  6.862  -0.755  2.675
S  4.230  0.922  0.172
O  4.480  1.862  -0.885
O  3.524  -0.289  -0.236
N  3.389  1.512  1.377
C  3.285  2.836  1.639
S  4.490  4.040  1.163
C  3.534  5.252  1.946
C  2.427  4.692  2.480
N  2.288  3.339  2.308
H  9.985  0.224  2.910
H  9.119  -0.803  3.939
H  9.045  1.145  0.901
H  6.938  1.680  -0.320
H  4.766  -0.934  2.272
H  6.839  -1.447  3.508
H  3.852  6.281  1.944
H  1.647  5.226  3.003

The LUMO energy comes out at -0.2 eV. The gap between HOMO and LUMO is 7.007 eV.

Mulliken population analysis, charges in e, atoms 1 to 8: atom 1 (Sr): 2.04, atom 2 (C): -1.33, atom 3 (N): 0.91, atom 4 (C): -0.15, atom 5 (N): -0.35, atom 6 (C): -0.51, atom 7 (N): -0.96, atom 8 (C): 1.08

(9)
The following is a DFT calculation (the ωB97M-V functional and the def2-TZVPD basis) of a cluster of 3 separate species, C3H13NO3 in total.

Geometry (Å):
C  -1.850  0.240  0.802
N  -1.296  -0.986  0.197
C  0.063  -0.894  -0.245
O  0.227  -0.281  -1.538
C  -2.580  1.186  -0.133
H  -1.014  0.712  1.322
H  -2.525  -0.082  1.604
H  -1.845  -1.316  -0.592
H  0.538  -1.877  -0.283
H  0.610  -0.328  0.515
H  -0.489  0.361  -1.605
H  -2.948  2.058  0.412
H  -3.378  0.716  -0.686
H  -1.838  1.690  -0.767
H  2.219  -0.438  -1.521
H  3.670  -0.078  -1.884
O  3.109  -0.354  -1.158
H  3.436  0.534  2.208
H  3.062  -0.661  1.270
O  2.829  -0.200  2.081

The LUMO energy comes out at 0.8 eV. The gap between HOMO and LUMO is 10.095 eV.

natural (NBO) population analysis, charges in e, atoms 1 to 8: atom 1 (C): -0.23, atom 2 (N): -0.63, atom 3 (C): 0.07, atom 4 (O): -0.77, atom 5 (C): -0.63, atom 6 (H): 0.20, atom 7 (H): 0.19, atom 8 (H): 0.35

(10)
The following is a DFT calculation (the ωB97M-V functional and the def2-TZVPD basis) of the molecule C20H33F3NO8PS2.

Geometry (Å):
C  -1.407  -5.992  2.504
C  -0.134  -5.121  1.956
O  -0.415  -4.470  0.695
C  0.825  -4.004  0.058
C  1.319  -2.730  0.943
O  1.869  -1.643  0.158
C  0.805  -0.912  -0.542
O  1.011  -1.186  -1.953
S  -0.410  -0.892  -2.845
O  -0.706  -2.246  -3.488
O  -1.727  -0.564  -1.897
C  -1.745  0.678  -1.167
C  -2.449  0.269  0.267
C  -3.922  -0.377  0.074
C  -5.025  0.562  0.823
S  -4.946  0.057  2.649
N  -2.887  1.450  -1.828
C  -3.139  2.563  -1.230
O  -3.443  3.570  -0.555
C  -0.396  1.495  -0.966
C  0.201  2.331  -2.201
O  -0.739  2.805  -3.210
C  -0.771  4.218  -3.298
F  -1.183  4.860  -2.073
F  -1.799  4.554  -4.252
F  0.434  4.783  -3.825
C  0.813  0.679  -0.184
C  0.572  0.677  1.451
C  1.974  0.678  2.274
O  2.339  -0.410  2.846
P  2.460  1.548  -0.411
C  2.620  3.299  0.182
C  1.610  3.874  1.280
C  4.004  0.515  -0.436
C  4.348  -0.258  -1.811
H  -2.379  -5.726  1.937
H  -1.586  -5.675  3.597
H  -1.204  -7.121  2.476
H  0.155  -4.381  2.806
H  0.743  -5.860  1.869
H  1.619  -4.829  -0.027
H  0.579  -3.627  -1.009
H  0.496  -2.431  1.681
H  2.198  -3.130  1.592
H  -0.145  -1.443  -0.126
H  -2.437  1.163  1.011
H  -1.835  -0.554  0.815
H  -4.192  -0.631  -1.008
H  -3.956  -1.386  0.650
H  -4.763  1.675  0.809
H  -6.101  0.352  0.498
H  -3.601  -0.314  2.853
H  -0.649  2.312  -0.170
H  0.751  3.292  -1.847
H  0.917  1.622  -2.780
H  0.070  -0.329  1.749
H  -0.155  1.495  1.789
H  2.642  1.593  2.429
H  2.564  4.011  -0.737
H  3.697  3.455  0.596
H  1.582  5.028  1.156
H  2.064  3.688  2.328
H  0.530  3.510  1.231
H  4.912  1.209  -0.217
H  4.031  -0.267  0.426
H  4.645  -1.341  -1.517
H  5.324  0.204  -2.242
H  3.525  -0.225  -2.604

The LUMO energy comes out at 0.0 eV. The gap between HOMO and LUMO is 7.643 eV.

natural (NBO) population analysis, charges in e, atoms 1 to 8: atom 1 (C): -0.64, atom 2 (C): -0.08, atom 3 (O): -0.55, atom 4 (C): -0.11, atom 5 (C): -0.11, atom 6 (O): -0.55, atom 7 (C): 0.34, atom 8 (O): -0.70